No. 1
Below is the molecule C25H24N6O6S2 at a distorted geometry, with properties calculated with the ωB97M-V functional and the def2-TZVPD basis.

ORCA input file:
```
! RIJCOSX wB97M-V def2-TZVPD def2/J DEFGRID3
* xyz 0 1
O 0.557 0.206 -3.828
N -0.241 -0.047 -2.964
O -0.596 -1.151 -2.623
C -0.881 1.072 -2.293
C -0.221 2.287 -2.201
C -0.816 3.325 -1.503
C -2.060 3.144 -0.919
C -2.719 1.932 -1.054
S -4.360 1.837 -0.319
O -4.338 2.597 0.900
O -5.346 2.176 -1.294
N -4.665 0.226 0.057
C -3.729 -0.751 0.363
N -3.951 -1.945 -0.112
C -3.011 -2.901 0.085
C -3.211 -4.202 -0.404
C -2.218 -5.135 -0.266
C -1.004 -4.806 0.356
C -0.786 -3.548 0.849
C -1.792 -2.574 0.732
N -1.598 -1.339 1.244
C -2.540 -0.442 1.106
N -2.370 0.803 1.666
C -1.177 1.500 1.673
C -1.100 2.741 2.309
C 0.058 3.494 2.240
C 1.148 3.052 1.504
C 1.055 1.830 0.866
S 2.320 1.270 -0.265
O 1.689 0.312 -1.140
O 2.915 2.419 -0.886
N 3.451 0.593 0.757
C 3.055 -0.685 1.317
C 3.289 -1.845 0.350
C 4.743 -1.846 -0.117
C 5.081 -0.493 -0.739
C 4.819 0.620 0.274
C -0.069 1.043 0.963
C -2.145 0.884 -1.742
H 0.757 2.391 -2.647
H -0.306 4.270 -1.408
H -2.539 3.929 -0.357
H -5.420 -0.143 -0.507
H -4.148 -4.432 -0.888
H -2.362 -6.136 -0.644
H -0.236 -5.561 0.443
H 0.138 -3.274 1.334
H -3.203 1.359 1.832
H -1.964 3.114 2.837
H 0.103 4.448 2.744
H 2.044 3.639 1.395
H 2.000 -0.608 1.585
H 3.638 -0.831 2.234
H 2.629 -1.723 -0.509
H 3.045 -2.786 0.846
H 4.901 -2.643 -0.845
H 5.403 -2.030 0.736
H 4.448 -0.323 -1.612
H 6.125 -0.463 -1.055
H 4.970 1.602 -0.174
H 5.478 0.514 1.143
H -0.093 0.102 0.442
H -2.642 -0.066 -1.867
*
```

Values from the calculation:
structure (SMILES)	O=[N+]([O-])c1cccc(S(=O)(=O)Nc2nc3ccccc3nc2Nc2cccc(S(=O)(=O)N3CCCCC3)c2)c1
frontier orbital gap	7.747	eV
calculated total energy	-69208.23467	eV
E_LUMO	-0.5	eV

Löwdin population analysis, charges in e, atoms 1 to 6:
1. O 0.11
2. N -0.38
3. O 0.09
4. C -0.14
5. C 0.01
6. C -0.02

No. 2
Below is a structure of composition C25H25AgN6OS3Si, with properties calculated with the ωB97M-V functional and the def2-TZVPD basis.

ORCA input file:
```
! RIJCOSX wB97M-V def2-TZVPD def2/J DEFGRID3
* xyz -2 1
Ag 0.387 0.228 -0.104
C -2.122 -4.792 -4.622
Si -0.954 -4.723 -3.117
C -0.869 -6.489 -2.406
C 0.752 -4.338 -3.812
C -1.795 -3.645 -1.828
C -3.090 -3.988 -1.467
C -3.809 -3.241 -0.541
C -3.176 -2.125 -0.015
N -1.939 -1.768 -0.316
C -1.215 -2.503 -1.188
S 0.405 -2.028 -1.479
H -1.763 -5.500 -5.374
H -2.187 -3.807 -5.090
H -3.134 -5.090 -4.334
H -0.503 -7.206 -3.145
H -1.852 -6.826 -2.066
H -0.194 -6.513 -1.547
H 1.033 -5.081 -4.567
H 1.504 -4.331 -3.024
H 0.772 -3.349 -4.270
H -3.556 -4.861 -1.921
H -4.816 -3.510 -0.250
H -3.695 -1.480 0.691
S 2.893 0.872 -1.048
C 2.886 2.559 -0.685
C 3.862 3.325 -1.387
N 4.646 3.936 -1.976
C 2.036 3.220 0.171
S 0.728 2.505 1.075
C 2.186 4.619 0.355
N 2.291 5.756 0.537
C -7.994 -0.699 4.191
C -7.135 0.538 4.226
C -6.493 1.004 3.084
C -5.709 2.145 3.105
C -5.537 2.857 4.290
N -4.797 4.044 4.374
C -4.013 4.689 3.423
O -4.036 5.908 3.360
N -3.257 3.933 2.579
C -2.697 2.644 2.740
C -2.513 2.012 3.962
C -1.943 0.749 3.970
C -1.571 0.170 2.769
N -1.708 0.786 1.599
C -2.253 1.991 1.591
C -6.172 2.392 5.442
C -6.958 1.255 5.405
H -8.314 -0.914 3.171
H -8.880 -0.576 4.814
H -7.445 -1.570 4.558
H -6.616 0.468 2.151
H -5.237 2.492 2.196
H -5.117 4.696 5.070
H -2.826 4.486 1.851
H -2.777 2.504 4.887
H -1.768 0.231 4.904
H -1.136 -0.823 2.725
H -2.323 2.479 0.623
H -6.043 2.936 6.372
H -7.447 0.917 6.313
*
```

Values from the calculation:
frontier orbital gap	4.338	eV
calculated total energy	-81705.30530	eV
E_LUMO	3.5	eV

Löwdin population analysis, charges in e, atoms 1 to 6:
1. Ag 0.32
2. C -0.19
3. Si 0.52
4. C -0.19
5. C -0.24
6. C -0.29

No. 3
Below is a structure of composition C25H25BN8O2Zn at a distorted geometry, with properties calculated with the ωB97M-V functional and the def2-TZVPD basis.

ORCA input file:
```
! RIJCOSX wB97M-V def2-TZVPD def2/J DEFGRID3
* xyz 0 1
H -0.051 3.311 -1.240
N -0.338 1.795 -2.661
B -0.708 0.490 -4.825
N -0.353 1.776 -4.038
C -0.003 2.980 -4.508
Zn -0.722 0.163 -1.382
H 0.060 3.132 -5.584
C 0.213 3.812 -3.429
H 0.519 4.846 -3.421
C -0.050 3.054 -2.288
H -0.653 0.616 -6.036
C -1.568 -1.479 -0.382
H -1.625 -1.435 0.732
H -0.889 -2.375 -0.593
H -2.536 -1.809 -0.812
N -2.124 0.121 -4.303
N 0.221 -0.567 -4.185
N -2.355 -0.042 -2.968
N 0.322 -0.778 -2.832
C -3.261 -0.084 -4.982
C 1.077 -1.367 -4.830
H -3.239 0.010 -6.069
H 1.141 -1.274 -5.915
C -4.256 -0.393 -4.088
C 1.725 -2.153 -3.902
C -3.656 -0.363 -2.838
C 1.221 -1.767 -2.664
H -5.311 -0.625 -4.281
H 2.488 -2.919 -4.080
H -4.070 -0.558 -1.854
H 1.423 -2.126 -1.657
H -2.196 0.137 -0.543
O -0.181 2.820 0.603
C 0.365 1.772 1.053
N 0.874 1.585 2.320
C 1.068 0.183 2.534
C 1.155 -0.344 1.103
O 1.729 -1.390 0.777
N 0.420 0.544 0.389
C 2.308 0.039 3.346
C 3.392 -0.690 2.879
C 4.530 -0.745 3.667
C 4.552 -0.090 4.889
C 3.458 0.631 5.346
C 2.306 0.687 4.579
C -0.172 -0.411 3.266
C -0.009 -1.351 4.285
C -1.118 -1.840 4.972
C -2.394 -1.428 4.598
C -2.575 -0.539 3.542
C -1.453 -0.039 2.870
H 0.598 2.241 3.028
H 3.335 -1.128 1.886
H 5.375 -1.272 3.268
H 5.429 -0.164 5.497
H 3.461 1.188 6.266
H 1.446 1.300 4.864
H 0.993 -1.723 4.493
H -0.955 -2.533 5.784
H -3.249 -1.803 5.140
H -3.566 -0.226 3.220
H -1.569 0.596 1.993
*
```

Values from the calculation:
frontier orbital gap	7.173	eV
calculated total energy	-91440.86464	eV
E_LUMO	-1.7	eV

Löwdin population analysis, charges in e, atoms 1 to 6:
1. H 0.07
2. N 0.00
3. B -0.47
4. N -0.02
5. C -0.08
6. Zn 0.61

No. 4
Below is a structure of composition C25H25BaCl3F5IN10SSi, with properties calculated with the ωB97M-V functional and the def2-TZVPD basis.

ORCA input file:
```
! RIJCOSX wB97M-V def2-TZVPD def2/J DEFGRID3
* xyz 0 1
Ba 0.038 -0.889 -0.181
N -3.012 1.707 3.124
C -2.932 1.017 1.984
N -1.671 0.857 1.647
C -1.003 1.496 2.653
N -1.783 2.029 3.565
C 0.461 1.629 2.704
C 1.090 2.269 3.767
N 2.401 2.456 3.791
C 3.088 1.980 2.760
C 2.471 1.318 1.711
N 1.154 1.149 1.675
H -3.825 1.985 3.647
H -3.791 0.663 1.439
H 0.509 2.638 4.603
H 4.163 2.115 2.776
H 3.044 0.916 0.885
N -2.395 -4.503 5.569
C -3.386 -4.254 4.702
S -4.986 -4.388 5.064
C -2.895 -3.854 3.355
C -3.506 -2.828 2.645
C -2.903 -2.386 1.487
N -1.762 -2.894 1.008
C -1.257 -3.954 1.629
C -1.781 -4.464 2.805
H -2.639 -4.740 6.516
H -1.450 -4.211 5.367
H -4.411 -2.373 3.023
H -3.333 -1.574 0.913
H -0.358 -4.385 1.206
H -1.295 -5.297 3.292
Cl 2.967 -1.339 3.644
Si 1.296 -2.228 2.717
Cl -0.273 -1.496 4.012
Cl 1.478 -4.193 3.502
C 4.662 1.980 -2.722
C 3.266 2.595 -2.874
C 2.789 2.515 -4.329
C 3.257 4.046 -2.379
C 2.324 1.824 -2.039
N 1.580 1.238 -1.393
H 5.359 2.535 -3.352
H 4.667 0.936 -3.030
H 5.007 2.044 -1.690
H 3.484 3.076 -4.955
H 1.796 2.952 -4.437
H 2.758 1.484 -4.676
H 3.955 4.628 -2.982
H 3.566 4.109 -1.335
H 2.265 4.488 -2.475
F 0.304 -1.770 -3.965
C 0.959 -1.986 -2.735
F 0.786 -3.401 -2.544
C 2.435 -1.899 -3.100
F 2.723 -0.675 -3.607
F 3.183 -2.049 -1.982
F 2.883 -2.793 -3.995
N -1.953 -2.998 -2.521
C -2.472 -2.188 -1.875
H -1.249 -3.531 -3.004
I -3.223 4.842 -1.312
C -2.627 3.055 -2.206
C -2.979 2.752 -3.510
C -2.542 1.548 -4.038
C -1.794 0.695 -3.242
N -1.469 0.987 -1.983
C -1.867 2.153 -1.478
H -3.573 3.437 -4.100
H -2.782 1.272 -5.055
H -1.425 -0.248 -3.624
H -1.567 2.370 -0.460
*
```

Values from the calculation:
frontier orbital gap	7.403	eV
calculated total energy	-119899.23318	eV
E_LUMO	-0.2	eV

Löwdin population analysis, charges in e, atoms 1 to 6:
1. Ba 1.45
2. N 0.04
3. C -0.16
4. N 0.06
5. C -0.36
6. N 0.14